ORCA calculation (ωB97M-V/def2-TZVPD) on a cluster of 12 separate species, C30H57N7O5S5 in total.

Structure (XYZ):
```
104
Properties=species:S:1:pos:R:3
C 16.36 27.62 2.78
S 17.89 28.11 3.78
O 19.02 28.39 2.81
C 17.15 29.78 3.98
H 15.41 28.02 3.13
H 16.19 26.55 2.83
H 16.53 27.89 1.74
H 16.39 29.58 4.74
H 16.80 30.15 3.01
H 17.84 30.53 4.36
C 23.81 26.31 13.25
S 22.70 27.73 13.77
O 23.62 28.94 13.70
C 21.72 27.65 12.20
H 23.57 25.28 13.48
H 24.73 26.52 13.79
H 24.12 26.39 12.21
H 21.07 28.52 12.29
H 21.06 26.78 12.17
H 22.34 27.57 11.31
C 20.01 31.43 5.73
S 21.66 31.61 6.54
O 22.52 30.60 5.76
C 22.13 33.30 5.94
H 20.25 31.70 4.70
H 19.34 32.19 6.14
H 19.58 30.43 5.83
H 23.21 33.40 6.08
H 21.54 34.13 6.34
H 21.98 33.39 4.87
C 27.83 28.30 8.33
S 27.15 27.58 9.90
O 26.10 28.49 10.52
C 26.17 26.17 9.21
H 27.25 28.27 7.40
H 28.73 27.71 8.13
H 28.13 29.34 8.41
H 25.51 26.66 8.49
H 25.64 25.74 10.06
H 26.79 25.46 8.67
C 25.34 30.57 6.72
S 26.67 30.78 5.48
O 27.27 29.34 5.30
C 25.53 31.04 3.99
H 24.57 29.88 6.38
H 24.91 31.56 6.84
H 25.66 30.23 7.70
H 26.16 31.32 3.15
H 24.84 31.85 4.23
H 25.03 30.08 3.85
C 21.92 29.02 2.97
C 22.31 30.10 2.13
N 22.61 30.97 1.46
H 21.67 28.19 2.32
H 20.99 29.23 3.49
H 22.76 28.81 3.63
C 17.65 27.64 8.32
C 18.37 28.75 9.01
N 18.97 29.62 9.47
H 16.63 27.48 8.66
H 18.23 26.72 8.36
H 17.67 27.98 7.29
C 20.12 24.45 9.03
C 21.40 24.47 9.64
N 22.40 24.49 10.21
H 19.51 23.58 9.25
H 20.12 24.54 7.94
H 19.55 25.18 9.60
C 22.78 28.40 8.31
C 21.70 27.62 7.73
N 20.78 27.07 7.27
H 22.80 29.41 7.89
H 23.71 27.89 8.10
H 22.73 28.55 9.39
N 25.76 25.74 5.72
C 25.06 26.73 5.12
C 23.71 26.48 5.34
C 23.64 25.33 6.15
C 24.98 24.88 6.28
H 26.76 25.78 5.59
H 25.51 27.52 4.53
H 22.85 27.01 4.98
H 22.70 24.91 6.48
H 25.44 24.03 6.76
N 23.20 30.47 11.30
C 24.09 30.94 10.30
C 23.43 31.77 9.46
C 22.14 31.81 9.93
C 21.97 31.03 11.06
H 23.42 29.93 12.13
H 25.16 30.83 10.36
H 23.87 32.31 8.63
H 21.38 32.40 9.45
H 21.11 30.82 11.67
N 18.56 23.39 3.36
C 19.67 22.52 3.33
C 20.57 22.92 4.31
C 19.97 24.11 4.90
C 18.73 24.30 4.39
H 17.73 23.21 2.81
H 19.82 21.70 2.64
H 21.56 22.52 4.48
H 20.42 24.71 5.68
H 18.02 25.12 4.48
```

Calculated values
LUMO energy, eV: -0.02
Relative energy (zero: lowest compared OMol25 entry of this formula, charge and spin), kcal per mole: 0.0
Highest occupied orbital energy, eV: -7.6
Spin multiplicity: 1
Frontier orbital gap, eV: 7.6

Atom charges from the Mulliken analysis, given in e for atoms 1 to 6: number 1, C, carries -1.12; number 2, S, carries 0.81; number 3, O, carries -0.69; number 4, C, carries -0.94; number 5, H, carries 0.37; number 6, H, carries 0.32

***

ORCA calculation (ωB97M-V/def2-TZVPD) on a cluster of 14 separate species, C30H58BCl2N6O38 in total.

Structure (XYZ):
```
135
Properties=species:S:1:pos:R:3
O -1.22 -2.06 -3.16
C -0.95 -1.48 -2.11
O -0.06 -0.58 -2.01
B -0.02 0.04 -0.64
O -1.01 -0.83 0.13
C -1.45 -1.77 -0.70
O -2.24 -2.67 -0.45
O -0.37 1.47 -0.63
C 0.70 2.18 -0.43
O 0.73 3.43 -0.34
C 1.79 1.23 0.09
O 1.31 -0.02 -0.05
O 2.91 1.59 0.54
Cl 2.72 -5.80 -4.20
C 2.67 -4.26 -3.21
C 1.35 -4.12 -2.52
Cl 1.05 -5.37 -1.36
H 2.86 -3.37 -3.82
H 3.50 -4.41 -2.52
H 0.55 -4.12 -3.26
H 1.19 -3.18 -1.98
C -2.90 -6.01 -0.81
N -2.66 -6.76 -2.09
O -1.96 -7.74 -2.12
O -3.30 -6.40 -3.06
H -3.84 -5.49 -0.99
H -2.09 -5.32 -0.59
H -3.01 -6.87 -0.15
C 1.51 5.87 -3.28
N 0.61 7.09 -3.01
O 1.13 8.10 -2.46
O -0.60 6.94 -3.34
H 1.53 5.36 -2.31
H 2.52 6.20 -3.49
H 1.18 5.25 -4.11
C -1.62 -0.03 -5.85
N -3.00 -0.23 -5.44
O -3.39 0.22 -4.38
O -3.76 -0.80 -6.20
H -1.35 1.02 -5.78
H -1.59 -0.39 -6.88
H -0.96 -0.63 -5.23
C 4.80 -1.42 0.17
N 5.69 -2.30 1.00
O 6.64 -1.75 1.50
O 5.54 -3.48 1.08
H 3.79 -1.48 0.59
H 4.77 -1.89 -0.81
H 5.11 -0.38 0.09
C -4.01 -1.79 2.00
N -3.00 -1.95 3.13
O -2.83 -3.04 3.52
O -2.44 -0.99 3.53
H -4.86 -1.23 2.39
H -4.45 -2.73 1.65
H -3.46 -1.23 1.25
C 6.04 3.49 0.43
N 5.29 4.83 0.39
O 5.94 5.87 0.20
O 4.06 4.79 0.68
H 5.28 2.77 0.14
H 6.26 3.47 1.50
H 6.82 3.68 -0.31
C 0.01 -4.11 1.78
O 0.72 -3.39 2.81
C 2.01 -3.17 2.65
O 2.68 -3.21 1.64
O 2.46 -2.64 3.83
C 3.82 -2.72 4.15
H 0.21 -3.68 0.80
H -1.04 -3.87 1.88
H 0.21 -5.18 1.76
H 4.15 -3.73 3.93
H 3.92 -2.48 5.21
H 4.47 -2.08 3.56
C -4.65 -2.36 -2.98
O -5.23 -3.45 -2.47
C -6.20 -4.20 -3.18
O -6.51 -4.03 -4.36
O -6.67 -5.25 -2.37
C -7.74 -6.05 -2.82
H -4.21 -2.46 -3.97
H -3.93 -1.95 -2.27
H -5.40 -1.57 -3.01
H -7.81 -7.02 -2.32
H -7.43 -6.40 -3.81
H -8.63 -5.43 -2.91
C -3.38 5.15 -2.00
O -3.13 4.45 -0.76
C -2.26 4.95 0.19
O -2.45 4.70 1.38
O -1.25 5.68 -0.34
C -0.34 6.35 0.48
H -2.46 5.47 -2.47
H -4.07 5.95 -1.73
H -3.86 4.55 -2.77
H -0.41 7.42 0.28
H 0.71 6.08 0.34
H -0.50 6.13 1.53
C -3.36 1.32 -1.29
O -3.13 1.74 0.05
C -4.17 1.79 0.98
O -4.07 2.39 2.05
O -5.25 1.12 0.57
C -6.57 1.19 1.21
H -2.41 1.25 -1.82
H -3.84 2.13 -1.84
H -3.97 0.43 -1.47
H -6.45 0.78 2.21
H -7.39 0.76 0.63
H -6.89 2.23 1.32
C 0.88 4.07 2.89
O 0.74 2.73 3.46
C -0.55 2.31 3.64
O -1.55 2.94 3.33
O -0.63 1.10 4.15
C 0.47 0.27 4.51
H 0.48 4.88 3.50
H 0.39 4.11 1.91
H 1.89 4.34 2.56
H 1.13 0.76 5.23
H 1.10 0.02 3.66
H 0.28 -0.77 4.76
C 4.94 0.90 3.26
O 6.28 1.41 3.14
C 7.35 0.84 3.65
O 7.29 -0.08 4.46
O 8.38 1.52 3.25
C 9.68 1.08 3.58
H 4.81 0.16 4.05
H 4.50 0.56 2.32
H 4.26 1.70 3.54
H 9.85 0.04 3.31
H 9.87 1.39 4.61
H 10.41 1.67 3.02
```

Calculated values
LUMO energy (spin up / spin down), eV: 3.50 / 3.50
Highest occupied orbital energy (spin up / spin down), eV: 0.8 / -3.1
⟨S²⟩: 0.753
Spin multiplicity: 2
Total charge: -2
Frontier orbital gap (spin up / spin down), eV: 2.7 / 6.6

Atom charges from the Mulliken analysis, given in e for atoms 1 to 6: number 1, O, carries -0.79; number 2, C, carries 0.50; number 3, O, carries -0.64; number 4, B, carries 0.86; number 5, O, carries 0.61; number 6, C, carries 0.32

***

ORCA calculation (ωB97M-V/def2-TZVPD) on a cluster of 10 separate species, C30H58N6O18 in total.

Structure (XYZ):
```
112
Properties=species:S:1:pos:R:3
O -0.90 -20.17 3.21
C -0.39 -20.65 4.17
O -0.21 -20.04 5.36
C 0.21 -21.00 6.33
C 0.76 -22.13 5.44
O 0.09 -21.93 4.21
H 1.01 -20.54 6.90
H -0.64 -21.33 6.92
H 0.50 -23.11 5.86
H 1.85 -22.12 5.38
O -12.19 -14.68 0.52
C -11.01 -14.82 0.54
O -10.17 -14.12 1.35
C -8.89 -14.72 1.26
C -8.92 -15.35 -0.13
O -10.32 -15.69 -0.22
H -8.05 -14.04 1.41
H -8.79 -15.51 2.00
H -8.32 -16.25 -0.18
H -8.68 -14.63 -0.92
O -5.73 -13.04 0.52
C -5.29 -14.04 0.07
O -4.07 -14.54 0.41
C -3.79 -15.67 -0.41
C -5.16 -16.06 -0.97
O -5.90 -14.84 -0.82
H -3.10 -15.40 -1.22
H -3.31 -16.47 0.15
H -5.64 -16.84 -0.39
H -5.08 -16.35 -2.01
O -7.90 -13.13 4.00
C -7.27 -12.38 4.67
O -7.56 -11.08 4.87
C -6.63 -10.51 5.81
C -5.53 -11.56 5.85
O -6.17 -12.75 5.40
H -6.24 -9.58 5.39
H -7.16 -10.30 6.73
H -5.16 -11.71 6.87
H -4.68 -11.31 5.22
C -8.63 -14.22 7.48
N -7.50 -15.12 7.35
C -7.61 -16.31 6.71
C -6.36 -17.15 6.65
O -8.66 -16.68 6.20
H -9.41 -14.62 8.12
H -9.05 -14.02 6.49
H -8.27 -13.27 7.87
H -6.69 -14.94 7.93
H -5.98 -17.12 5.63
H -6.61 -18.20 6.80
H -5.57 -16.86 7.34
C -8.68 -18.78 2.87
N -8.43 -18.51 1.46
C -9.26 -18.80 0.44
C -10.64 -19.30 0.74
O -8.90 -18.65 -0.73
H -7.73 -18.75 3.41
H -9.08 -19.78 3.02
H -9.35 -18.03 3.30
H -7.50 -18.18 1.23
H -10.71 -19.93 1.63
H -11.01 -19.88 -0.10
H -11.34 -18.46 0.87
C -0.51 -16.83 6.77
N -1.41 -15.75 7.09
C -2.60 -15.57 6.47
C -3.40 -14.37 6.90
O -3.02 -16.33 5.61
H 0.53 -16.49 6.74
H -0.73 -17.20 5.77
H -0.61 -17.66 7.47
H -1.11 -15.03 7.72
H -3.97 -14.03 6.04
H -2.79 -13.55 7.28
H -4.11 -14.65 7.69
C -4.04 -18.75 2.73
N -4.22 -17.37 3.15
C -5.32 -16.69 2.78
C -5.67 -15.44 3.53
O -6.01 -17.06 1.83
H -3.18 -19.15 3.26
H -3.88 -18.82 1.65
H -4.92 -19.35 2.99
H -3.79 -17.12 4.03
H -5.20 -15.41 4.51
H -6.75 -15.43 3.66
H -5.42 -14.54 2.96
C -3.26 -22.16 2.37
N -3.57 -23.57 2.51
C -3.87 -24.30 1.41
C -4.07 -25.79 1.62
O -4.03 -23.79 0.31
H -3.25 -21.68 3.35
H -4.02 -21.70 1.74
H -2.28 -22.00 1.92
H -3.26 -24.07 3.33
H -5.13 -26.02 1.49
H -3.81 -26.08 2.64
H -3.48 -26.35 0.90
C -1.15 -17.04 -3.24
N -1.50 -17.94 -2.16
C -0.90 -17.84 -0.93
C -1.24 -18.93 0.05
O -0.18 -16.91 -0.63
H -2.06 -16.77 -3.78
H -0.40 -17.46 -3.91
H -0.75 -16.12 -2.82
H -1.91 -18.82 -2.39
H -1.30 -18.63 1.08
H -0.47 -19.71 -0.03
H -2.18 -19.44 -0.21
```

Calculated values
LUMO energy, eV: -0.13
Relative energy (zero: lowest compared OMol25 entry of this formula, charge and spin), kcal per mole: 0.0
Highest occupied orbital energy, eV: -8.5
SMILES string: O=C1OCCO1.O=C1OCCO1.O=C1OCCO1.O=C1OCCO1.CNC(C)=O.CNC(C)=O.CNC(C)=O.CNC(C)=O.CNC(C)=O.CNC(C)=O
Spin multiplicity: 1
Frontier orbital gap, eV: 8.4

Atom charges from the Mulliken analysis, given in e for atoms 1 to 6: number 1, O, carries -0.40; number 2, C, carries 0.46; number 3, O, carries -0.14; number 4, C, carries -0.34; number 5, C, carries -0.37; number 6, O, carries -0.33

***

ORCA calculation (ωB97M-V/def2-TZVPD) on a structure of composition C30H59BN2P2PtSb.

Structure (XYZ):
```
96
Properties=species:S:1:pos:R:3
Pt 0.11 0.03 -0.08
C -4.99 0.85 0.52
C -3.76 -0.08 0.61
C -3.46 -0.34 2.09
C -4.14 -1.42 -0.03
P -2.21 0.68 -0.18
C -2.29 2.40 0.54
N -0.95 2.77 0.87
B 0.16 1.91 0.65
N 1.30 2.58 1.20
C 2.60 1.97 1.22
P 2.38 0.46 0.14
C 3.52 -0.80 0.92
C 2.79 -1.37 2.13
C 3.83 -1.93 -0.06
C 4.84 -0.19 1.41
C 3.04 1.02 -1.53
C 2.58 0.02 -2.60
C 2.41 2.38 -1.84
C 4.56 1.20 -1.60
C 0.88 3.78 1.76
C 1.59 4.77 2.42
C 0.89 5.88 2.88
C -0.48 6.00 2.68
C -1.20 5.01 2.01
C -0.51 3.91 1.55
C -2.50 0.95 -2.02
C -1.48 2.01 -2.48
C -3.89 1.45 -2.42
C -2.20 -0.34 -2.78
H -5.68 0.55 1.30
H -5.51 0.75 -0.42
H -4.78 1.91 0.67
H -4.38 -0.71 2.56
H -3.15 0.55 2.64
H -2.71 -1.11 2.21
H -5.00 -1.82 0.51
H -3.33 -2.15 0.07
H -4.42 -1.33 -1.08
H -2.93 2.40 1.42
H -2.74 3.08 -0.19
H 2.92 1.69 2.22
H 3.37 2.61 0.79
H 1.90 -1.93 1.83
H 2.48 -0.60 2.84
H 3.46 -2.07 2.66
H 2.94 -2.32 -0.53
H 4.32 -2.74 0.48
H 4.52 -1.61 -0.85
H 4.70 0.63 2.11
H 5.48 0.16 0.60
H 5.39 -0.97 1.94
H 1.49 -0.05 -2.63
H 2.99 -0.97 -2.46
H 2.92 0.39 -3.58
H 1.33 2.39 -1.70
H 2.61 2.62 -2.89
H 2.83 3.19 -1.24
H 5.10 0.26 -1.56
H 4.94 1.86 -0.82
H 4.79 1.67 -2.56
H 2.66 4.68 2.59
H 1.42 6.66 3.40
H -1.00 6.88 3.04
H -2.26 5.11 1.85
H -1.71 3.00 -2.09
H -1.51 2.06 -3.57
H -0.47 1.75 -2.19
H -4.20 2.33 -1.86
H -4.65 0.68 -2.32
H -3.86 1.72 -3.48
H -1.18 -0.69 -2.59
H -2.30 -0.16 -3.85
H -2.89 -1.15 -2.52
C 0.67 -5.69 -0.16
C 1.30 -4.30 -0.25
Sb -0.13 -2.70 -0.10
C -0.83 -3.22 1.88
C -0.56 -2.24 3.01
C -1.57 -3.62 -1.38
C -1.01 -3.80 -2.78
H 1.44 -6.45 -0.13
H 0.04 -5.90 -1.03
H 0.05 -5.80 0.73
H 1.86 -4.19 -1.18
H 2.02 -4.16 0.56
H -0.35 -4.17 2.12
H -1.89 -3.44 1.75
H 0.50 -2.19 3.25
H -1.07 -2.57 3.92
H -0.86 -1.22 2.79
H -2.47 -3.00 -1.39
H -1.85 -4.58 -0.94
H -0.70 -2.84 -3.22
H -1.76 -4.23 -3.45
H -0.15 -4.46 -2.80
```

Calculated values
LUMO energy, eV: -2.24
Relative energy (zero: lowest compared OMol25 entry of this formula, charge and spin), kcal per mole: 0.0
Highest occupied orbital energy, eV: -10.2
Spin multiplicity: 1
Total charge: +1
Frontier orbital gap, eV: 7.9

Atom charges from the Mulliken analysis, given in e for atoms 1 to 6: number 1, Pt, carries 2.71; number 2, C, carries -1.73; number 3, C, carries 2.04; number 4, C, carries -1.81; number 5, C, carries -1.60; number 6, P, carries 1.08

***

Max |F|, respectively: 4.71, 6.95, 1.44, 1.13 eV/A.